[1]
Below is a cluster of 3 separate species, C2H3NO2 in total at a distorted geometry, with properties calculated with ωB97M-V/def2-TZVPD.

## Properties
E_tot = -7696.674 eV
multiplicity = 1
M = 73.05 g mol⁻¹
E_HOMO (spin up / spin down) = -11.04 / -7.85 eV
ΔE to the lowest compared entry with this formula, charge and spin = 11.169 eV
orbital gap (spin up / spin down) = 10.263 / 6.415 eV

```
8
Properties=species:S:1:pos:R:3:forces:R:3
C -0.74063 0.90326 0.02515 -1.3 -3.0 1.6
C -0.15561 -1.48738 -0.84496 1.9 -1.0 -1.9
N -0.57509 -0.30465 -0.38457 0.4 3.2 0.0
O 1.96019 -0.77509 0.59520 0.2 5.1 -3.4
O -0.85266 -1.41442 0.31539 -1.8 -2.2 2.7
H -1.32342 1.04465 0.90912 -0.1 0.0 0.4
H -0.43089 1.65246 -0.54512 1.3 3.0 -2.4
H 2.11810 0.38116 -0.07022 -0.6 -5.2 3.0
```
Positions in Å, forces in eV/Å.

[2]
Below is a cluster of 6 separate species, C6H26N2O5 in total at a distorted geometry, with properties calculated with ωB97M-V/def2-TZVPD.

## Properties
SMILES = CC(C)CNCCN.O.O.O.O.O
E_tot = -19861.178 eV
multiplicity = 1
M = 206.28 g mol⁻¹
E_HOMO = -9.07 eV
ΔE to the lowest compared entry with this formula, charge and spin = 1.305 eV
orbital gap = 9.564 eV

```
39
Properties=species:S:1:pos:R:3:forces:R:3
C 2.27981 0.51493 -0.38351 0.8 1.2 -0.6
N 1.22777 -0.48109 -0.40479 1.2 0.0 -0.2
C 1.39674 -1.55230 0.56856 -0.9 -0.1 0.5
C 0.15042 -2.45182 0.57002 -0.9 -0.3 -0.2
C -0.88600 -2.13324 1.66483 -0.7 0.8 -0.5
C 0.40831 -3.96334 0.57144 2.0 0.7 -0.9
C 1.89992 1.86730 0.19554 0.9 1.1 0.4
N 1.03961 2.70682 -0.63477 -0.9 -0.4 0.5
H 2.60528 0.70982 -1.41272 -0.1 0.0 -0.2
H 3.22966 0.26721 0.10649 -0.5 -0.9 0.2
H 0.33352 -0.03323 -0.54419 -0.5 -0.3 0.7
H 2.33605 -2.04682 0.31114 -0.2 -0.3 -0.1
H 1.50357 -1.20812 1.60094 0.2 0.4 0.1
H -0.35845 -2.23748 -0.38317 0.2 0.0 0.1
H -1.88974 -2.24759 1.23544 0.1 -0.4 0.2
H -0.80161 -2.76205 2.54507 0.2 -0.1 0.1
H -0.94026 -1.08160 1.97272 0.5 -0.1 0.0
H 0.69167 -4.34798 1.54951 -0.5 -0.1 0.1
H -0.34940 -4.52132 0.03668 -0.4 -0.2 0.5
H 1.33037 -4.07832 -0.02821 -0.3 -0.3 0.0
H 1.61340 1.76565 1.25760 -0.9 -0.2 -0.5
H 2.77186 2.52250 0.35683 0.3 -0.6 -0.4
H 1.53788 3.02525 -1.45520 0.1 0.0 0.1
H 0.24656 2.17463 -0.98451 0.0 0.1 0.0
H 1.05702 -1.06630 -2.23232 0.9 -0.1 0.5
H 1.58991 -1.21453 -3.76998 0.1 -0.1 0.5
O 0.86122 -1.01404 -3.17819 -0.6 0.0 -0.9
H -2.81581 0.55310 -0.47675 0.4 -0.3 -0.2
H -3.75106 0.56323 0.63682 0.0 -0.3 0.3
O -3.27614 -0.07497 0.09049 -0.4 0.3 -0.2
H 0.47060 3.11102 2.32624 0.4 0.0 -0.4
H 0.04963 3.19054 3.78739 -0.2 0.0 -0.2
O -0.29689 3.20805 2.88441 -0.1 0.1 0.7
H -1.68761 2.66724 1.72847 0.1 0.1 0.0
H -1.80318 2.79573 0.18734 -0.1 0.0 0.5
O -2.18848 2.35969 0.96285 -0.1 0.1 -0.6
H -2.30115 -0.43485 -2.58482 -0.2 -0.6 -0.1
H -0.74212 -0.43202 -2.86948 0.1 -0.5 -0.5
O -1.49792 0.07206 -2.56188 -0.1 1.3 0.7
```
Positions in Å, forces in eV/Å.

[3]
Below is the molecule C4H4S at a distorted geometry, with properties calculated with ωB97M-V/def2-TZVPD.

## Properties
SMILES = C1[C@]23C[C@]12S3
E_tot = -15044.056 eV
multiplicity = 1
M = 84.14 g mol⁻¹
E_HOMO = -9.36 eV
ΔE to the lowest compared entry with this formula, charge and spin = 3.623 eV
orbital gap = 10.042 eV

```
9
Properties=species:S:1:pos:R:3:forces:R:3
C -0.28446 -1.16914 -0.00650 -1.2 0.6 0.0
C -0.24910 1.08952 -0.02580 -2.9 0.6 0.9
C 0.32367 -0.02809 -0.77495 0.5 -0.6 -0.3
C 0.32471 -0.05368 0.79228 0.3 0.8 -0.2
S 1.97191 -0.00641 -0.01068 -0.9 -0.4 0.0
H -1.41515 -1.20943 -0.03767 1.5 -0.3 0.2
H 0.35577 -2.00758 0.05047 -0.2 -1.3 -0.2
H 0.30982 1.94315 -0.03941 1.6 2.1 0.0
H -1.33717 1.44166 0.05224 1.2 -1.5 -0.4
```
Positions in Å, forces in eV/Å.

[4]
Below is a cluster of 2 separate species, C5H14 in total at a distorted geometry, with properties calculated with ωB97M-V/def2-TZVPD.

## Properties
SMILES = CCC.CC
E_tot = -5411.358 eV
multiplicity = 1
M = 74.17 g mol⁻¹
E_HOMO = -11.17 eV
ΔE to the lowest compared entry with this formula, charge and spin = 0.692 eV
orbital gap = 12.286 eV

```
19
Properties=species:S:1:pos:R:3:forces:R:3
C 0.76229 0.17994 1.80641 0.1 -0.1 0.0
C 1.82333 0.87006 1.01961 1.4 1.3 -2.6
C 0.42651 -1.23032 1.33477 0.8 -1.2 1.2
H 1.08790 0.20136 2.84794 -0.6 -0.2 0.2
H -0.18607 0.71675 1.66351 0.4 0.4 0.5
H 1.47393 1.02265 -0.02714 0.1 -0.2 0.4
H 2.84230 0.47004 0.87951 -0.6 -1.1 0.4
H 0.52128 -1.42576 0.27522 -0.3 0.4 -0.2
H 1.07090 -2.02558 1.77709 -0.2 0.7 0.0
H 2.15898 1.87593 1.28897 -0.9 0.2 0.7
H -0.57446 -1.44027 1.70587 -0.2 -0.3 -0.4
C -1.83773 0.67723 -2.07737 0.5 0.6 1.0
C -1.01980 -0.54916 -1.63948 -0.6 0.9 0.5
H -2.76633 0.40576 -2.54939 -0.3 0.1 -0.3
H -2.03615 1.32737 -1.19998 -0.3 -0.6 -0.2
H -1.24312 1.37090 -2.67213 -0.1 -0.4 -0.7
H -1.13268 -1.39882 -2.31136 0.6 0.2 -0.2
H -1.35622 -0.87983 -0.66048 -0.2 -0.1 0.0
H -0.01486 -0.16825 -1.46156 0.3 -0.7 -0.4
```
Positions in Å, forces in eV/Å.

[5]
Below is the molecule ClH2NP2 at a distorted geometry, with properties calculated with ωB97M-V/def2-TZVPD.

## Properties
SMILES = [H]/N=P(\Cl)=P/[H]
E_tot = -32619.050 eV
multiplicity = 1
M = 113.42 g mol⁻¹
E_HOMO (spin up / spin down) = -9.28 / -9.39 eV
ΔE to the lowest compared entry with this formula, charge and spin = 3.270 eV
orbital gap (spin up / spin down) = 6.248 / 7.262 eV

```
6
Properties=species:S:1:pos:R:3:forces:R:3
N 0.40936 -0.48000 -0.07944 -1.4 -4.8 0.9
P 1.02952 1.97693 0.40924 1.2 0.7 1.0
P 1.68781 -0.13913 0.74109 1.7 0.3 -1.1
Cl 3.64283 -0.52347 -0.50375 -1.4 0.4 1.0
H -0.02598 -1.48830 -0.08262 0.9 2.4 -0.4
H 0.26722 1.18985 -0.42017 -1.0 1.0 -1.4
```
Positions in Å, forces in eV/Å.

[6]
Below is the molecule C5H8O at a distorted geometry, with properties calculated with ωB97M-V/def2-TZVPD.

## Properties
SMILES = O=CC1CCC1
E_tot = -7360.476 eV
multiplicity = 1
M = 84.12 g mol⁻¹
E_HOMO = -9.62 eV
ΔE to the lowest compared entry with this formula, charge and spin = 1.780 eV
orbital gap = 10.617 eV

```
14
Properties=species:S:1:pos:R:3:forces:R:3
O -1.16848 -1.88350 0.36381 0.4 -0.1 0.5
C -0.03761 -1.60640 0.70007 -0.3 -0.1 -0.3
C 0.53916 -0.21715 0.66789 0.2 0.0 -0.5
C -0.54923 0.87913 0.62412 -0.2 0.1 0.1
C -0.61182 0.65464 -0.88447 -0.2 0.2 -0.2
C 0.86103 0.27349 -0.88588 0.1 -0.2 0.4
H 0.65172 -2.41648 1.01071 0.0 0.1 0.0
H 1.31911 -0.11568 1.44284 -0.1 -0.1 -0.6
H -1.47642 0.72179 1.17803 0.2 -0.1 0.1
H -0.11186 1.84931 0.88994 -0.1 -0.2 -0.1
H -1.12892 -0.30109 -0.99357 -0.2 0.4 -0.3
H -1.05669 1.36054 -1.58380 0.3 0.3 0.1
H 1.17426 -0.26024 -1.80487 0.1 -0.6 1.1
H 1.59575 1.06163 -0.72483 -0.3 0.4 -0.2
```
Positions in Å, forces in eV/Å.